Formula: C5H5NO2
Source: the Open Molecules 2025 dataset
Level of theory: ωB97M-V/def2-TZVPD

Each line ends with the natural charge from an NBO analysis.
CARTESIAN COORDINATES (ANGSTROEM)
C (-0.795, -0.562, -1.672)  0.00
N (0.265, -1.202, -1.820)  -0.08
O (1.047, -1.337, -0.616)  -0.36
C (0.272, -0.618, 0.399)  -0.03
C (1.005, 0.384, 1.110)  -0.07
O (-0.140, 1.223, 1.518)  -0.51
C (-1.070, 0.973, 0.479)  0.16
C (-0.705, 0.028, -0.299)  -0.20
H (-1.466, -0.285, -2.618)  0.25
H (-0.025, -1.387, 1.023)  0.20
H (1.661, 0.803, 0.209)  0.19
H (1.638, 0.093, 2.129)  0.22
H (-1.687, 1.887, 0.158)  0.21

Cartesian forces, eV/Å:
C -1.6701 2.4793 0.0387
N 2.4480 -2.3437 -0.7193
O -1.2615 0.9587 -1.5159
C 4.6608 -5.2101 -0.2812
C 2.8000 1.6808 1.8753
O -0.1810 -0.3200 -0.8686
C -1.2205 6.3490 0.2731
C -3.8646 -0.4751 -3.3443
H 1.5394 -0.8012 2.5183
H -1.2492 -1.6779 1.5560
H -0.8828 0.2411 2.3056
H -1.6868 0.7478 -3.0072
H 0.5683 -1.6288 1.1695

Output
ΔE to the lowest compared entry with this formula, charge and spin: 130.0 kcal per mole
E_HOMO: -9.0 eV
SMILES string: C1=NO[C@H]2COC=C12
F_max: 7.00 eV Å⁻¹

***

Formula: C16H31NOP2Zn
Source: the Open Molecules 2025 dataset
Level of theory: ωB97M-V/def2-TZVPD

Each line ends with the natural charge from an NBO analysis.
CARTESIAN COORDINATES (ANGSTROEM)
P (-4.809, 0.143, -0.141)  0.65
P (-4.036, -0.967, 2.700)  0.81
C (-6.041, -0.878, 0.851)  -0.69
C (-5.804, -0.704, 2.344)  -0.74
H (-5.893, -1.928, 0.554)  0.23
H (-7.055, -0.602, 0.542)  0.23
H (-5.975, 0.350, 2.608)  0.23
H (-6.435, -1.308, 2.995)  0.23
C (-3.640, -2.719, 2.405)  -0.95
H (-2.597, -2.884, 2.702)  0.26
H (-3.755, -3.027, 1.364)  0.26
H (-4.303, -3.327, 3.034)  0.23
C (-3.840, -0.841, 4.466)  -0.96
H (-3.939, -1.846, 4.879)  0.23
H (-4.600, -0.161, 4.842)  0.25
H (-2.832, -0.476, 4.658)  0.28
C (-5.604, -0.596, -1.658)  -0.91
H (-5.216, -0.169, -2.585)  0.23
H (-6.687, -0.395, -1.612)  0.21
H (-5.448, -1.683, -1.688)  0.24
C (-5.570, 1.822, -0.404)  -0.93
H (-5.616, 2.447, 0.498)  0.25
H (-6.551, 1.680, -0.876)  0.22
H (-4.893, 2.336, -1.106)  0.25
Zn (-3.426, 0.754, 1.584)  1.42
C (-2.302, -3.801, -0.440)  -0.20
C (-3.189, -4.661, -0.884)  -0.17
C (-3.353, -5.160, -2.284)  -0.44
C (-2.875, -4.173, -3.362)  -0.44
C (-3.429, -2.750, -3.315)  -0.21
C (-2.871, -1.645, -2.801)  -0.17
C (-1.812, -1.532, -1.737)  -0.43
C (-1.368, -2.916, -1.190)  -0.46
C (-3.087, 2.723, 1.198)  -1.26
H (-2.101, -3.807, 0.645)  0.20
H (-3.846, -5.194, -0.184)  0.20
H (-4.385, -5.448, -2.531)  0.21
H (-2.756, -6.083, -2.401)  0.22
H (-1.768, -4.193, -3.457)  0.21
H (-3.242, -4.551, -4.332)  0.22
H (-4.424, -2.678, -3.795)  0.20
H (-3.250, -0.679, -3.137)  0.19
H (-2.116, -0.862, -0.915)  0.22
H (-0.924, -1.046, -2.177)  0.22
H (-0.904, -3.416, -2.038)  0.21
H (-0.540, -2.717, -0.505)  0.22
H (-3.840, 3.427, 1.562)  0.20
H (-2.890, 2.914, 0.139)  0.20
H (-2.163, 2.660, 1.798)  0.24
O (0.426, 0.579, 3.911)  -0.64
C (-0.592, 0.550, 3.274)  0.74
N (-1.594, 0.529, 2.634)  -1.02

Cartesian forces, eV/Å:
P -2.5270 -0.7579 -2.3964
P -1.1020 -1.4970 0.7882
C 0.1504 0.3632 0.4830
C -0.4340 -0.3235 0.5625
H 0.0768 0.3063 0.0128
H 0.1426 0.0133 0.1790
H -0.0480 -0.1834 0.1199
H -0.3166 -0.1613 -0.1528
C -0.1868 0.0141 -0.1257
H -0.2285 0.0573 -0.0322
H -0.0668 0.2229 0.2239
H 0.1569 0.0736 -0.0592
C 0.1463 -0.2168 0.2854
H -0.1960 0.1680 0.3197
H 0.0940 0.0313 0.3115
H -0.1161 0.1265 0.1084
C 0.2184 -0.1614 -0.5894
H -0.0779 -0.0475 0.1165
H 0.3790 -0.0336 0.0330
H 0.0559 0.4057 -0.0040
C -0.0402 -0.2090 0.1306
H -0.0940 -0.3552 -0.3174
H 0.1811 0.2521 0.2112
H -0.2593 -0.1790 0.1949
Zn 3.3249 2.6215 -0.0910
C 0.5956 0.4800 1.0797
C -1.1278 -1.3634 -0.2122
C 0.0738 0.4298 -0.7801
C 0.1835 0.0018 -0.6737
C -0.0396 -0.2093 0.1114
C -0.3732 0.0883 0.1742
C 0.4301 -0.7337 -0.3333
C 1.4465 0.6348 -0.2968
C -0.2191 -0.8608 0.4500
H -0.4930 0.2739 -0.6261
H 0.5524 0.1355 0.1079
H 0.0937 0.1111 0.4004
H -0.2358 0.2119 0.1553
H -0.8675 0.1370 0.1147
H 0.2312 -0.0427 0.2561
H 0.8151 0.3240 -0.2087
H -0.3237 -0.2300 0.3094
H -0.2344 -0.2455 -0.3766
H -0.1162 -0.1591 0.2321
H 0.0011 -0.1605 0.2126
H 0.0439 0.0682 -0.0533
H 0.3729 0.0744 0.1166
H 0.0809 -0.0495 0.1780
H -0.4089 0.8684 -0.3854
O -0.6557 -0.0699 -0.2820
C 0.6842 0.0825 0.1448
N 0.2567 -0.3274 -0.1275

Output
ΔE to the lowest compared entry with this formula, charge and spin: 0.0 kcal per mole
E_HOMO: -8.0 eV
F_max: 4.24 eV Å⁻¹

***

Formula: C16H40CeClO2P2Si2
Source: the Open Molecules 2025 dataset
Level of theory: ωB97M-V/def2-TZVPD

Each line ends with the Löwdin spin population.
CARTESIAN COORDINATES (ANGSTROEM)
C (0.010, 0.040, -4.947)  0.04
C (0.779, 0.300, -3.655)  0.14
H (0.726, -0.135, -5.754)  0.00
H (-0.590, 0.928, -5.174)  0.00
H (-0.700, -0.781, -4.848)  0.00
O (1.946, 0.655, -3.726)  0.22
Cl (-2.351, 0.199, -2.856)  0.00
Ce (-0.174, 0.087, -1.831)  0.03
P (-0.402, 2.434, -1.658)  0.02
C (1.098, 3.287, -1.061)  0.00
C (-0.801, 3.268, -3.231)  0.00
H (-0.972, 4.336, -3.064)  0.00
H (-1.943, 4.001, -0.634)  0.00
H (-1.704, 2.810, -3.641)  0.00
H (-2.611, 2.335, -0.740)  0.00
H (1.940, 3.028, -1.710)  0.00
H (0.026, 3.136, -3.934)  0.00
C (-1.726, 2.934, -0.517)  0.01
H (0.955, 4.372, -1.063)  0.00
H (-1.410, 2.709, 0.504)  0.00
H (1.319, 2.951, -0.044)  0.00
P (-0.272, -2.284, -1.859)  0.01
C (1.247, -3.041, -1.188)  0.00
C (-1.611, -2.951, -0.823)  0.00
H (-1.418, -2.775, -3.944)  0.00
H (-0.501, -4.188, -3.365)  0.00
H (0.345, -2.822, -4.143)  0.00
C (-0.482, -3.100, -3.484)  0.00
H (-2.498, -2.324, -0.930)  0.00
H (-1.833, -3.983, -1.115)  0.00
H (1.185, -4.132, -1.239)  0.00
H (1.350, -2.715, -0.150)  0.00
H (-1.276, -2.906, 0.216)  0.00
H (2.114, -2.700, -1.760)  0.00
C (1.471, 0.067, -0.977)  -0.09
O (2.493, 0.077, -0.441)  -0.13
C (-1.568, -1.586, 3.525)  0.04
Si (-0.149, -1.638, 2.277)  0.04
C (1.573, -1.649, 3.056)  0.00
C (-0.231, -3.552, 2.159)  0.00
C (-0.501, -0.017, 1.095)  0.55
Si (0.334, 1.444, 2.267)  0.04
C (2.229, 1.502, 2.168)  0.00
C (-0.083, 3.307, 2.331)  0.00
C (-0.078, 1.252, 4.107)  0.04
H (-1.388, -2.317, 4.340)  0.01
H (-2.495, -1.879, 2.989)  0.00
H (-1.778, -0.610, 3.971)  0.00
H (1.667, -2.504, 3.754)  0.00
H (2.332, -1.772, 2.257)  0.00
H (1.801, -0.768, 3.670)  0.00
H (0.049, -3.984, 3.142)  0.00
H (-1.256, -3.942, 1.986)  0.00
H (0.477, -3.967, 1.419)  0.00
H (-1.605, 0.079, 1.142)  0.03
H (2.602, 1.907, 1.218)  0.00
H (2.595, 2.177, 2.969)  0.00
H (2.731, 0.533, 2.287)  0.00
H (0.145, 3.895, 1.427)  0.00
H (0.515, 3.777, 3.138)  0.00
H (-1.153, 3.445, 2.593)  0.00
H (-1.158, 1.460, 4.259)  0.00
H (0.179, 0.280, 4.553)  0.00
H (0.484, 2.012, 4.688)  0.00

Cartesian forces, eV/Å:
C 0.2368 -0.2604 -0.1198
C 2.9964 1.3212 -7.8078
H -0.1091 -0.0005 0.0781
H 0.0741 -0.0003 0.0812
H 0.0997 0.0868 -0.0737
O -1.6121 -0.5143 2.0080
Cl -2.5780 0.0597 -0.7427
Ce -9.9494 -0.2954 -1.1244
P -1.9211 7.8660 0.2266
C 0.4230 -0.6824 0.0501
C -0.0147 -0.1982 -0.1854
H 0.0879 -0.1446 0.0469
H 0.0345 -0.1604 0.0686
H 0.0808 0.1563 0.0001
H -0.0704 0.2076 -0.0382
H 0.0159 0.1414 0.0580
H -0.0758 0.1186 0.0033
C -0.1643 -0.3132 0.0603
H -0.1685 -0.1533 -0.0731
H -0.1554 0.1893 -0.2276
H 0.0699 0.1521 -0.1853
P -1.5809 -7.8697 -0.3825
C 0.3061 0.6308 0.0807
C -0.0572 0.1671 0.0775
H 0.0292 -0.0518 0.0791
H 0.0612 0.1617 0.0804
H -0.0602 -0.1557 0.0110
C 0.0403 0.2185 -0.1858
H -0.0733 -0.1633 -0.0736
H 0.0097 0.1547 0.1169
H -0.1345 0.1427 -0.0290
H 0.1613 -0.1738 -0.0961
H -0.1819 -0.1587 -0.2696
H 0.0388 -0.1425 0.0832
C 14.5688 -0.4755 9.3079
O -1.0695 0.0377 -1.2337
C -0.6733 0.7507 -0.0937
Si 0.1603 -0.7513 1.7005
C 0.2733 0.5178 0.1644
C -0.3906 -0.5877 -1.2543
C 0.7185 -0.1386 2.3748
Si 1.1262 0.5616 1.0264
C 0.2048 -0.2861 -0.3584
C -0.6360 0.4148 -0.9419
C -0.3517 -0.7594 0.4890
H 0.0246 0.3657 -0.5482
H 0.4100 -0.0434 0.2954
H 0.0099 -0.2863 0.0031
H -0.2452 0.3067 -0.5973
H -0.1242 0.1078 0.5014
H 0.1826 -0.1960 -0.4170
H 0.0311 0.7287 -0.4328
H 0.5957 0.1338 -0.1948
H -0.4258 -0.1750 0.2979
H 0.1981 0.0604 -0.7611
H -0.0218 0.0695 0.2416
H -0.3487 -0.3487 -0.3707
H -0.1612 0.3431 0.0233
H -0.2646 -0.0825 0.3428
H -0.2373 -0.6359 -0.3258
H 0.5462 0.1240 -0.1720
H 0.5690 -0.1861 0.0657
H -0.3146 0.3661 -0.0892
H -0.2134 -0.2719 -0.6388

Output
ΔE to the lowest compared entry with this formula, charge and spin: 263.8 kcal per mole
charge: +2
E_HOMO (alpha / beta): -15.1 / -15.0 eV
multiplicity: 2
F_max: 17.29 eV Å⁻¹

***

> Which of these has the lowest F_max?

C16H31NOP2Zn

***

> The lowest F_max belongs to which entry?

C16H31NOP2Zn

***

> Which of these has the lowest F_max?

C16H31NOP2Zn

***

> Which of these has the lowest ΔE to the lowest compared entry with this formula, charge and spin?

C16H31NOP2Zn